No. 1
26
Properties=species:S:1:pos:R:3:forces:R:3 method="wB97M-V/def2-TZVPD" charge=0 total_energy_ev=-18649.572 homo_ev=-9.493 de_lowest_ev=1.331
C 3.04309 1.35583 2.42276 0.7972 -0.6903 -2.5777
C 1.76625 0.73530 1.85452 -0.2087 -0.3348 0.9767
C 1.04012 1.09985 0.77897 2.1520 -0.3229 1.3817
C 1.54397 2.35744 0.07927 -0.3465 -0.9115 -2.3079
C -0.31195 0.40902 0.57156 -0.9911 0.5761 -0.9908
C -1.27637 0.97111 1.66262 -0.0261 0.0125 0.3430
C -0.36472 -1.10737 0.59126 0.8872 -1.2503 6.4071
O -0.58205 -1.76886 1.60806 -0.9461 1.4592 0.1740
N 0.09931 -1.85669 -0.38165 -0.2170 -0.2502 -2.9500
C 0.01888 -1.37430 -1.63438 3.7754 -1.1758 -3.4678
O 0.51769 -1.96186 -2.57840 -1.0414 -0.7740 0.2947
N -0.42472 -0.11523 -1.86955 0.3622 -0.4066 1.9215
C -0.81359 0.66312 -0.83726 -1.7787 4.2142 0.0919
O -1.50792 1.63653 -1.11147 0.2791 -0.7639 0.6309
H 3.88266 0.72186 2.01878 -0.5739 0.2548 0.5396
H 3.16058 1.34813 3.49521 -0.4069 0.1565 0.2313
H 3.29062 2.31314 1.94343 -0.3478 0.0354 0.6536
H 1.43131 -0.08580 2.50583 -0.1364 0.0911 -0.5621
H 0.91777 2.66997 -0.77127 0.1455 -0.3776 0.0979
H 2.60335 2.31793 -0.31612 -1.1773 -0.2213 0.6748
H 1.42729 3.15282 0.75100 0.2346 1.2729 1.0916
H -2.27376 0.51112 1.57358 0.3681 0.2268 0.1378
H -0.81001 0.70289 2.62626 -0.4305 -0.2179 -0.4203
H -1.38607 2.08100 1.72654 0.2766 -0.8809 -0.7846
H -0.14227 -2.83140 -0.38232 0.5034 -0.5286 0.6918
H -1.09087 -0.18695 -2.56860 -1.1529 0.8071 -2.2786

***

No. 2
26
Properties=species:S:1:pos:R:3:forces:R:3 method="wB97M-V/def2-TZVPD" charge=0 total_energy_ev=-18647.660 homo_ev=-8.281 de_lowest_ev=3.243
C -1.89000 2.23953 0.09472 1.7904 -0.2504 -0.5353
C -0.56544 2.53974 0.14338 -1.7795 -0.1233 -0.3061
C -1.35606 -0.17391 -0.11886 1.3925 0.6444 -0.5201
C -2.33200 0.86144 0.00963 -2.4503 0.4865 0.9068
C -0.04219 0.24242 -0.14362 1.9469 -4.1231 2.0367
C -1.67601 -1.61420 -0.28966 -0.8385 -0.9008 -0.0638
C 1.59361 -1.04272 1.72692 2.6361 0.6946 2.0216
C 2.95657 -0.64437 -1.56424 0.8242 -1.2908 -2.0884
C 1.55750 -0.84582 0.29334 -2.7468 4.9586 -2.2432
N 0.32105 1.47538 0.09097 -0.6900 2.8844 -0.2171
N -3.59800 0.54939 0.18188 0.5115 -0.8565 -1.0242
O -0.84425 -2.47407 -0.38977 1.5826 -0.3660 -0.0781
O -2.95048 -1.98028 -0.32728 -0.6787 2.6253 0.5167
O 2.59382 -0.11852 -0.31053 -0.2256 -1.0385 1.2249
H -2.60697 3.02117 0.07922 -0.5721 0.4851 0.1053
H -0.27241 3.60677 0.15753 0.4865 -1.0713 0.1811
H 2.03816 -0.26070 2.43718 -0.9268 -0.4267 -1.4412
H 2.44141 -1.76755 1.67425 -0.8286 -0.3679 1.1494
H 0.65108 -1.38549 2.12919 0.0665 -0.5554 -0.0503
H 2.47019 -1.67879 -1.80672 1.3900 1.3291 1.0350
H 4.14347 -0.63147 -1.69532 -2.7779 -0.1374 0.3242
H 2.46012 -0.09210 -2.38106 0.5750 0.5117 0.2893
H 1.39280 -1.74575 -0.16791 -0.6960 -1.9225 -1.3298
H 1.25483 1.70695 0.27689 1.6426 -0.1437 -0.0826
H -4.29569 1.27668 0.03144 0.5397 0.1137 0.4469
H -3.44511 -1.06373 -0.13158 -0.1738 -1.1591 -0.2576

***

No. 3
27
Properties=species:S:1:pos:R:3:forces:R:3 method="wB97M-V/def2-TZVPD" charge=0 smiles="C=C[C@@]1(OC)NC(=O)CN(C(C)=O)C1=O" total_energy_ev=-20695.670 homo_ev=-9.846 de_lowest_ev=3.848
C -2.10170 2.38710 -0.75712 0.6905 -3.6088 4.6919
C -0.84795 1.98774 -0.85888 1.6109 -0.6908 -1.2919
C -0.12577 1.00805 0.01745 0.1864 -1.6810 -0.0128
O 1.28044 1.34815 0.15279 -1.6505 -0.5717 0.0287
C 1.56045 2.62030 0.73613 -3.2104 0.7346 -0.8841
N -0.81771 0.78318 1.27893 0.7820 -0.1141 -0.4144
C -0.53201 -0.27449 2.10401 0.9978 0.8838 -0.0238
O -0.95124 -0.36964 3.24227 0.0759 -0.3228 -0.9805
C 0.40425 -1.26615 1.46181 2.1709 -0.4387 -1.9249
N 0.19240 -1.50526 -0.05213 -0.3601 -1.1241 1.9765
C 0.48519 -2.88286 -0.48364 -0.8778 1.2551 0.0797
C 0.38915 -3.18265 -1.97363 -0.5165 2.3119 1.7932
O 0.71353 -3.69916 0.36736 0.2105 0.1863 -0.2883
C -0.09608 -0.40821 -0.81379 0.5524 1.2669 0.9723
O -0.29698 -0.40507 -1.99452 -0.1846 0.1789 -0.7685
H -2.47363 2.95966 -1.46384 -2.1280 2.7118 -3.1374
H -2.80969 1.97770 0.10245 1.5136 1.2576 -1.9522
H -0.15666 2.11616 -1.77051 -1.5069 0.5389 1.3156
H 2.58634 2.62389 0.74571 2.5512 0.6941 -0.5909
H 1.33722 2.59538 1.82636 -0.7598 0.5161 -0.7505
H 1.03347 3.49068 0.04156 1.4843 -1.9438 2.2673
H -1.74365 1.12061 1.36181 -0.6198 0.8587 0.3251
H 1.52744 -1.16336 1.38384 -1.1209 1.1471 1.2333
H 0.33074 -2.12141 2.08072 -0.5603 -1.3913 -0.1662
H 1.38193 -3.29837 -2.29807 1.2440 -0.1632 -0.8191
H -0.14746 -2.36022 -2.45753 0.3707 -0.5747 -0.1883
H -0.12204 -4.08176 -1.97956 -0.9455 -1.9169 -0.4897

***

No. 4
24
Properties=species:S:1:pos:R:3:forces:R:3 method="wB97M-V/def2-TZVPD" charge=+1 smiles="C[C@H]1CC#CN2C(=[NH+]1)C=CN2C" total_energy_ev=-13986.801 homo_ev=-12.967 de_lowest_ev=4.644
C 3.18489 0.35456 -0.89676 1.1647 0.6381 -1.1908
C 1.77421 -0.07859 -0.71484 -0.5290 -1.9381 -0.8845
C 1.76388 -1.63929 -0.48440 -0.1488 -0.1954 -0.9149
C 0.43332 -1.90246 -0.03277 -1.0639 0.4910 -0.3944
C -0.68223 -1.44356 0.07168 -0.2250 -1.4057 0.3462
N -1.14055 -0.22763 0.40285 1.9186 0.6310 0.0022
C -0.24405 0.81054 0.41089 -1.9653 0.8381 0.1950
N 1.07900 0.69715 0.26964 2.5859 0.6912 1.6795
C -1.01628 1.95576 0.59117 1.2293 1.4098 0.9839
C -2.34770 1.57618 0.72557 0.9944 -1.2534 0.4759
N -2.34975 0.23418 0.66006 -3.1534 0.1865 0.2669
C -3.52207 -0.65244 0.51727 0.1235 -2.1392 0.0255
H 3.78103 0.00195 -0.10539 0.6447 -0.5998 1.5065
H 3.38426 1.45226 -0.87264 -0.4941 -0.7189 -0.6657
H 3.67113 -0.17614 -1.76007 -0.7136 0.9586 0.4107
H 1.17792 -0.03951 -1.59340 -0.2273 0.6410 -1.2552
H 2.39632 -1.88031 0.29448 1.8521 -0.5711 1.5336
H 2.04124 -2.23503 -1.36736 0.0105 0.4595 0.1277
H 1.76359 1.31545 0.79692 -1.9899 -0.7808 -0.7375
H -0.41533 2.85330 0.82756 -1.3532 -0.0634 -0.5298
H -3.32706 1.97818 0.90614 0.2265 0.8321 0.0440
H -4.54236 -0.49234 0.96795 1.5230 1.1926 -0.2630
H -3.58741 -0.79946 -0.54474 -0.6528 -0.1643 -0.5402
H -3.27603 -1.66276 0.93018 0.2432 0.8608 -0.2217

***

No. 5
24
Properties=species:S:1:pos:R:3:forces:R:3 method="wB97M-V/def2-TZVPD" charge=+1 total_energy_ev=-13986.117 homo_ev=-12.144 de_lowest_ev=5.327
C -4.22722 0.11941 0.05950 -1.4170 -0.7439 0.4619
C -3.62935 -1.10794 0.31988 -1.8619 0.2915 -0.0195
C -3.39605 1.20689 -0.09667 -0.7935 1.4119 -1.0088
C -2.30519 -1.23249 0.26841 3.8887 -0.3700 0.1808
C -2.01092 1.12521 -0.08420 -3.4446 -1.8269 -0.0207
C -1.47272 -0.09918 0.02320 -0.2663 -0.8580 0.9431
C 0.76496 -0.35238 -0.69047 -2.3033 -0.7721 1.6203
C 2.25229 -0.54519 -0.50934 -0.9659 -2.7351 0.9154
C 4.33596 0.24401 0.23058 6.7603 2.0464 -0.8767
N 2.40818 1.43287 0.79341 -2.5912 -0.4692 -0.4263
N -0.08719 0.01212 0.22846 4.1127 -0.3757 -1.0796
N 2.97264 0.46861 0.27579 -2.9143 0.7042 -0.6912
H -5.35798 0.01031 0.11119 1.5650 1.3081 -0.3176
H -4.27604 -1.92146 0.61623 0.2018 -0.2632 -0.1717
H -3.72320 2.20982 -0.34464 -0.7478 -0.1029 0.3522
H -1.83106 -2.16948 0.55863 -0.0133 0.1180 -0.2445
H -1.45493 1.96721 -0.05265 1.7212 2.5738 -0.2031
H 0.29293 -0.88678 -1.48843 0.3327 -0.2562 -1.1706
H 1.08670 1.35038 0.59381 3.5861 -0.5868 0.6422
H 2.24700 -1.43627 0.21179 0.1668 0.8645 -0.8024
H 2.80323 -1.00267 -1.39546 -0.6901 1.4780 0.9500
H 4.65149 -0.05234 -0.77941 -0.7006 0.1359 -0.0673
H 4.90366 -0.51524 0.78225 -1.4269 -0.2296 0.8536
H 5.05280 1.17458 0.36812 -2.1986 -1.3427 0.1803

***

No. 6
27
Properties=species:S:1:pos:R:3:forces:R:3 method="wB97M-V/def2-TZVPD" charge=-1 total_energy_ev=-20139.897 homo_ev=-4.047 de_lowest_ev=1.268
C -1.13943 2.47693 -3.40159 -0.3398 1.6175 -0.3366
C -0.23731 2.52153 -2.34472 -1.0918 -2.6662 -1.2840
C -1.06717 1.15782 -3.80198 -0.2809 1.3138 0.9255
C -1.24644 -2.06714 -3.07586 0.6486 0.0179 -1.2476
C -1.63858 -1.49374 -0.71258 1.5406 -0.3457 0.6725
C -0.56521 -1.61119 2.12355 2.9071 -2.2823 0.1089
C 1.62880 -1.26640 0.74207 -0.3711 0.8124 0.9347
C -0.08690 0.51442 0.95932 2.8531 -1.6016 -3.4037
C 0.13190 -0.97925 0.85677 -0.9866 -2.2433 2.0960
N 0.23430 1.26902 -2.09394 0.4775 1.4542 0.5833
N -1.78658 -1.94965 -2.01347 -1.0652 -0.0529 1.0729
N -0.29795 0.46100 -2.99740 0.6695 -1.5285 -0.0816
O -0.90440 -2.34031 -4.16248 -0.2124 0.2343 0.9098
O -2.49113 -1.09579 0.02867 -0.7046 0.2147 -0.7504
O -0.37162 -1.70769 -0.28321 -0.2897 0.7365 -1.5278
H -1.77608 3.31782 -3.78373 0.8725 -1.0076 0.2247
H 0.03614 3.37349 -1.87366 1.0420 2.2375 1.9451
H -1.52628 0.76615 -4.61944 -1.3355 -1.4808 -2.1013
H -1.46742 -1.08006 2.25341 -0.8304 0.5470 0.8937
H -0.83384 -2.74262 2.01109 0.6285 1.9598 -0.0603
H 0.26665 -1.56568 2.95196 -2.0751 0.1996 -0.9992
H 1.79544 -0.73331 -0.16457 1.3648 0.7143 -0.5203
H 1.95061 -2.25381 0.59081 -0.4969 -1.8434 -0.5426
H 2.24377 -1.04519 1.63510 -0.4830 1.0430 -0.4884
H 0.37515 0.97508 0.07074 0.5717 -0.0105 0.4639
H -1.01548 0.86104 0.81827 -3.8750 0.7720 0.3905
H 0.38325 0.73730 1.84454 0.8623 1.1882 2.1225

***

> Which value of charge does entry 6 give?

-1

***

> What is the charge in the sixth record?

-1